{
  "formula": "C34H84N10O22",
  "method": "the ωB97M-V functional and the def2-TZVPD basis",
  "symbols": ["C", "C", "O", "N", "H", "H", "C", "H", "H", "H", "H", "H", "H", "C", "C", "O", "N", "H", "H", "C", "H", "H", "H", "H", "H", "H", "C", "C", "O", "N", "H", "H", "C", "H", "H", "H", "H", "H", "H", "C", "C", "O", "N", "H", "H", "C", "H", "H", "H", "H", "H", "H", "C", "C", "O", "N", "H", "H", "C", "H", "H", "H", "H", "H", "H", "C", "C", "O", "N", "H", "H", "C", "H", "H", "H", "H", "H", "H", "C", "C", "O", "N", "H", "H", "C", "H", "H", "H", "H", "H", "H", "C", "C", "O", "N", "H", "H", "C", "H", "H", "H", "H", "H", "H", "C", "C", "O", "N", "H", "H", "C", "H", "H", "H", "H", "H", "H", "C", "C", "O", "N", "H", "H", "C", "H", "H", "H", "H", "H", "H", "O", "C", "O", "O", "H", "O", "C", "O", "O", "H", "O", "C", "O", "O", "H", "O", "C", "O", "O", "H"],
  "positions_angstrom": [[-4.670, 4.395, -3.624], [-3.440, 3.739, -2.963], [-2.297, 4.190, -3.130], [-3.634, 2.498, -2.172], [-3.117, 2.657, -1.318], [-4.552, 2.461, -1.754], [-3.246, 1.298, -3.008], [-4.269, 5.237, -4.189], [-5.195, 4.759, -2.741], [-5.238, 3.658, -4.193], [-2.239, 1.441, -3.401], [-3.975, 1.151, -3.805], [-3.267, 0.489, -2.277], [-4.113, -2.680, -7.917], [-3.982, -2.716, -6.437], [-4.817, -3.187, -5.703], [-2.770, -1.872, -5.931], [-1.979, -2.109, -6.513], [-3.034, -0.914, -6.110], [-2.398, -1.852, -4.445], [-5.171, -2.519, -8.122], [-3.797, -3.592, -8.424], [-3.628, -1.859, -8.447], [-1.641, -1.099, -4.226], [-2.091, -2.858, -4.156], [-3.320, -1.659, -3.897], [0.575, -5.975, -1.685], [0.556, -5.100, -2.934], [0.201, -3.912, -2.940], [0.704, -5.804, -4.292], [1.348, -5.365, -4.934], [1.025, -6.739, -4.083], [-0.582, -5.769, -5.080], [1.406, -5.781, -1.006], [0.766, -7.009, -1.973], [-0.399, -5.896, -1.202], [-0.889, -4.736, -5.240], [-1.363, -6.228, -4.473], [-0.497, -6.244, -6.057], [7.859, 0.797, 1.504], [6.900, 1.907, 1.035], [6.841, 2.320, -0.089], [6.055, 2.606, 2.082], [6.661, 2.831, 2.858], [5.825, 3.527, 1.737], [4.835, 1.741, 2.504], [8.718, 0.693, 0.841], [7.326, -0.153, 1.559], [8.281, 1.046, 2.478], [4.153, 2.227, 3.202], [5.255, 0.900, 3.056], [4.294, 1.455, 1.602], [-0.041, 6.992, 3.392], [-0.055, 7.063, 1.886], [0.435, 8.017, 1.297], [-0.580, 5.821, 1.123], [0.222, 5.223, 0.986], [-1.301, 5.346, 1.647], [-0.984, 6.253, -0.344], [0.784, 6.398, 3.787], [-0.949, 6.554, 3.806], [-0.122, 7.990, 3.823], [-1.586, 7.157, -0.260], [-1.576, 5.490, -0.851], [-0.067, 6.565, -0.843], [-3.526, -1.212, 6.076], [-3.877, -0.047, 5.179], [-4.471, -0.200, 4.147], [-3.274, 1.391, 5.553], [-3.974, 2.117, 5.502], [-2.873, 1.393, 6.480], [-2.155, 1.726, 4.591], [-3.747, -2.178, 5.622], [-4.115, -1.109, 6.987], [-2.467, -1.210, 6.333], [-2.713, 1.709, 3.655], [-1.243, 1.131, 4.630], [-1.909, 2.745, 4.888], [0.519, -1.302, -1.076], [-0.039, -0.076, -0.351], [-1.134, 0.431, -0.585], [0.871, 0.469, 0.830], [1.365, -0.325, 1.211], [1.723, 0.808, 0.406], [0.196, 1.350, 1.824], [0.025, -1.689, -1.967], [0.443, -2.203, -0.468], [1.578, -1.223, -1.322], [0.819, 1.333, 2.717], [-0.783, 0.922, 2.041], [0.066, 2.303, 1.309], [0.573, -2.815, 5.350], [0.808, -1.334, 5.033], [0.158, -0.658, 4.237], [1.907, -0.557, 5.754], [1.450, 0.176, 6.278], [2.405, -1.156, 6.398], [3.018, 0.037, 4.812], [-0.378, -3.177, 4.959], [0.722, -3.059, 6.402], [1.453, -3.347, 4.987], [2.471, 0.504, 3.993], [3.576, -0.828, 4.453], [3.713, 0.746, 5.264], [2.814, -1.007, -4.834], [1.562, -0.084, -4.917], [0.857, 0.167, -3.946], [1.326, 0.605, -6.254], [1.898, 0.088, -6.907], [0.354, 0.433, -6.468], [1.853, 2.026, -6.189], [3.750, -0.548, -4.515], [3.061, -1.469, -5.789], [2.605, -1.746, -4.060], [2.931, 2.150, -6.090], [1.402, 2.538, -5.339], [1.506, 2.409, -7.149], [-3.120, -3.356, 2.481], [-3.181, -1.941, 1.863], [-2.326, -1.079, 2.072], [-4.278, -1.757, 0.829], [-4.115, -2.396, 0.064], [-5.156, -2.053, 1.230], [-4.386, -0.268, 0.255], [-3.939, -3.447, 3.195], [-2.215, -3.556, 3.055], [-3.307, -4.175, 1.786], [-4.752, 0.339, 1.083], [-4.936, -0.355, -0.682], [-3.376, 0.105, 0.084], [3.931, -3.415, 1.212], [3.581, -2.197, 1.476], [4.471, -1.365, 1.716], [2.381, -1.842, 1.627], [3.087, -3.873, 1.191], [1.834, 3.330, 3.744], [1.470, 3.412, 5.025], [0.952, 2.417, 5.557], [1.487, 4.499, 5.591], [2.209, 4.205, 3.620], [4.456, -0.583, -1.204], [3.941, 0.612, -1.487], [4.080, 1.153, -2.548], [3.227, 1.125, -0.612], [4.252, -0.567, -0.266], [0.096, -3.419, 2.278], [0.428, -4.617, 1.888], [1.458, -4.731, 1.318], [-0.365, -5.546, 2.064], [0.856, -3.075, 1.803]],
  "lowdin_charge": [0.069, -0.367, 0.139, 0.102, 0.174, 0.181, 0.026, 0.119, 0.112, 0.106, 0.109, 0.115, 0.066, 0.038, -0.341, 0.206, 0.098, 0.166, 0.165, 0.025, 0.129, 0.127, 0.102, 0.080, 0.086, 0.094, 0.068, -0.284, 0.073, 0.115, 0.181, 0.178, 0.029, 0.114, 0.101, 0.119, 0.068, 0.122, 0.124, 0.052, -0.359, 0.187, 0.116, 0.172, 0.174, 0.039, 0.111, 0.099, 0.094, 0.070, 0.093, 0.079, 0.039, -0.332, 0.187, 0.114, 0.160, 0.158, 0.054, 0.091, 0.091, 0.122, 0.110, 0.063, 0.114, 0.054, -0.306, 0.128, 0.122, 0.179, 0.177, 0.014, 0.101, 0.121, 0.096, 0.087, 0.072, 0.113, 0.030, -0.242, 0.036, 0.118, 0.099, 0.099, 0.005, 0.045, 0.097, 0.099, 0.073, 0.059, 0.087, 0.053, -0.305, 0.073, 0.132, 0.148, 0.170, 0.052, 0.091, 0.104, 0.119, 0.062, 0.104, 0.112, 0.056, -0.333, 0.102, 0.090, 0.167, 0.167, 0.066, 0.110, 0.091, 0.093, 0.136, 0.110, 0.118, 0.050, -0.325, 0.111, 0.139, 0.172, 0.181, 0.054, 0.100, 0.084, 0.108, 0.104, 0.094, 0.043, 0.169, -0.845, -0.027, -0.078, 0.062, 0.034, -0.900, -0.053, 0.023, 0.096, 0.109, -0.919, 0.022, -0.081, 0.053, 0.054, -0.984, 0.028, -0.006, 0.045],
  "spin_multiplicity": 1,
  "charge": 6,
  "e_homo_ev": -17.453
}